a | 9
Properties=species:S:1:pos:R:3:mulliken_charge:R:1 method="wB97M-V/def2-TZVPD" lumo_ev="0.14 / 0.34"
C -1.30 1.19 0.07 -0.45
C 0.52 -0.41 0.49 0.37
O -0.67 0.09 0.54 -0.24
O 0.58 -1.58 1.19 -0.45
S 1.62 -0.12 -0.89 -0.30
H -2.25 1.46 0.37 0.31
H -0.92 1.74 -0.73 0.27
H 1.47 -2.01 1.09 0.36
H 0.95 -0.36 -2.13 0.14

---

b | 9
Properties=species:S:1:pos:R:3:mulliken_charge:R:1 method="wB97M-V/def2-TZVPD" lumo_ev=-0.68
O 2.00 -0.18 -0.95 -0.45
C 1.19 -0.95 -0.55 0.18
O 0.02 -1.33 -1.17 -0.38
H 1.47 -1.46 0.49 0.32
H -0.20 -0.67 -1.81 0.33
C -1.11 1.26 0.92 -0.41
S -1.16 0.11 2.06 -0.16
H -0.43 2.04 0.91 0.30
H -1.78 1.18 0.11 0.27

---

c | 9
Properties=species:S:1:pos:R:3:mulliken_charge:R:1 method="wB97M-V/def2-TZVPD" lumo_ev=0.22
C 1.64 1.23 -0.14 -0.05
C -1.19 -1.50 0.38 -0.54
O -1.69 0.55 -1.03 -0.52
O 0.74 1.46 0.61 -0.37
S -1.55 0.09 0.34 0.41
H 2.40 1.98 -0.38 0.26
H 1.77 0.26 -0.64 0.19
H -1.02 -1.94 1.35 0.30
H -1.09 -2.12 -0.49 0.31

---

The energy of each structure relative to the most stable one, in kJ/mol, is as follows: a 266.2; b 0.0; c 95.5.

---

a | 9
Properties=species:S:1:pos:R:3:mulliken_charge:R:1 method="wB97M-V/def2-TZVPD" charge=-1 lumo_ev=4.10
O -2.12 1.25 0.25 -0.60
S -1.62 0.01 -0.21 0.82
O -2.52 -1.11 -0.10 -0.65
C -0.23 0.25 -1.57 -0.53
O 0.64 0.52 -0.22 -0.37
C -0.02 -0.26 0.68 -0.20
H -0.32 1.28 -1.96 0.15
H 0.28 -1.40 0.43 0.14
H 0.29 0.13 1.71 0.24

---

b | 9
Properties=species:S:1:pos:R:3:mulliken_charge:R:1 method="wB97M-V/def2-TZVPD" charge=-1 lumo_ev=3.71
C 1.54 -0.42 -0.02 0.53
C -0.59 0.18 0.58 -0.51
O 1.82 0.60 -0.53 -0.48
O 1.78 -1.42 0.54 -0.42
O -0.85 1.49 0.17 -0.48
S -1.70 -1.08 -0.27 -0.31
H -0.73 0.31 1.60 0.29
H -0.53 1.57 -0.73 0.32
H -0.74 -1.24 -1.33 0.07

---

The energy of each structure relative to the most stable one, in kJ/mol, is as follows: a 270.8; b 0.0.

---

a | 24
Properties=species:S:1:pos:R:3:mulliken_charge:R:1 method="wB97M-V/def2-TZVPD" lumo_ev=0.41
C 0.77 -1.70 1.50 -0.74
C 1.63 -0.40 1.83 -0.61
N 1.98 0.36 0.64 0.20
C 3.19 0.41 0.07 -0.34
C 3.07 1.22 -1.09 -0.77
C 1.72 1.52 -1.31 -0.39
C 1.10 0.95 -0.25 -0.28
H 1.29 -2.38 0.85 0.30
H -0.16 -1.38 0.86 0.07
H 0.62 -2.11 2.48 0.36
H 2.46 -0.74 2.32 0.36
H 1.03 0.23 2.49 0.31
H 3.98 -0.08 0.44 0.45
H 3.74 1.26 -1.93 0.34
H 1.24 2.19 -1.93 0.48
H 0.03 1.10 0.10 0.24
C -2.62 0.46 -2.10 -0.51
P -3.61 1.11 -0.93 0.04
C -4.10 -0.38 0.03 -0.96
H -2.60 -0.65 -2.06 0.21
H -2.23 0.99 -2.93 0.32
H -4.10 -0.10 1.10 0.31
H -3.34 -1.08 -0.03 0.28
H -5.10 -0.80 -0.14 0.32

---

b | 24
Properties=species:S:1:pos:R:3:mulliken_charge:R:1 method="wB97M-V/def2-TZVPD" lumo_ev=0.38
C 2.07 2.08 -1.27 -0.83
C 2.36 1.18 -0.39 0.01
P 2.45 -0.58 0.28 -0.10
C 2.36 0.95 1.00 0.34
C 2.24 1.81 2.26 -0.88
H 2.32 1.91 -2.26 0.32
H 1.72 2.98 -0.87 0.26
H 3.22 2.44 2.43 0.27
H 2.10 1.18 3.03 0.34
H 1.45 2.57 1.92 0.26
C -1.23 -0.99 1.82 -0.31
N -0.77 -1.27 0.69 -0.23
C -1.61 -1.52 -0.50 0.45
C -0.91 -1.99 -1.79 -1.33
C -2.40 -0.36 -1.01 -1.20
H -2.32 -0.91 2.12 0.29
H -0.40 -0.81 2.69 0.16
H -2.45 -2.21 -0.29 0.19
H -1.66 -2.35 -2.57 0.32
H -0.38 -1.13 -2.18 0.36
H -0.23 -2.85 -1.68 0.33
H -1.86 0.30 -1.72 0.30
H -2.76 0.27 -0.16 0.34
H -3.33 -0.69 -1.54 0.34

---

The energy of each structure relative to the most stable one, in kJ/mol, is as follows: a 0.0; b 221.4.